A cluster of 3 separate species, C3H12NO4 in total at a distorted geometry. Source: the Open Molecules 2025 dataset; level of theory: ωB97M-V/def2-TZVPD.

For the energy relative to the best compared isomer or geometry (same formula, charge and spin), the calculation gives 47.5 kcal per mole. The total energy comes out at -476.9517 hartree.

ORCA input file:
```
! wB97M-V def2-TZVPD RIJCOSX def2/J DEFGRID3
* xyz 1 1
O 0.5506 -2.8757 -0.8432
C 0.7782 -1.8662 -1.4543
C 0.4137 -0.5387 -0.7613
C 1.3543 0.5751 -1.2818
O 1.0651 0.8951 -2.6126
N 0.2808 -0.7315 0.6758
H 1.0446 -1.8630 -2.5189
H -0.5874 -0.3863 -1.1785
H 2.3553 0.1390 -1.3614
H 1.4293 1.4321 -0.6067
H 0.5488 1.6861 -2.6590
H -0.3212 -1.5397 0.8741
H 1.0937 -0.7926 1.2960
H -0.3515 -0.0101 1.0995
H -1.6767 -0.3902 3.6299
H -1.7192 0.7276 2.4878
O -1.1513 0.1018 2.9725
H -2.4373 1.6608 0.6235
H -1.1948 2.3004 1.0338
O -1.4750 1.4759 0.5847
*
```

natural (NBO) population analysis, charges in e, atoms 1 to 4: -0.500 0.423 -0.195 -0.074

A cluster of 3 separate species, C9H18N3 in total at a distorted geometry. Source: the Open Molecules 2025 dataset; level of theory: ωB97M-V/def2-TZVPD.

For the energy relative to the best compared isomer or geometry (same formula, charge and spin), the calculation gives 159.4 kcal per mole. The total energy comes out at -517.4887 hartree.

ORCA input file:
```
! wB97M-V def2-TZVPD RIJCOSX def2/J DEFGRID3
* xyz 1 1
C 1.4594 -3.4571 -1.2372
C -4.4883 1.8851 -0.4415
C 3.9671 2.9619 -0.0116
C 1.3931 -3.1508 0.0652
C -4.1863 0.7363 0.2085
C 3.8334 2.0653 -0.8990
C 0.9151 -1.8961 0.7627
C -2.7812 0.5591 0.9232
C 1.7593 0.3575 -0.0193
N 0.6585 0.9293 0.0745
N 1.9366 -0.8682 0.4567
N -1.9334 -0.1838 0.0303
H 1.9728 -4.3053 -1.6764
H 1.0446 -2.7819 -1.9302
H -5.4997 1.8891 -0.8658
H -3.7579 2.7518 -0.5922
H 4.5821 3.8799 -0.1291
H 3.3693 2.9672 0.9555
H 1.9651 -3.8337 0.7694
H -4.7978 -0.1265 0.1225
H 4.1848 1.8011 -1.8954
H 0.8447 -1.9554 1.8816
H -0.0886 -1.5500 0.2913
H -2.8537 -0.1676 1.8086
H -2.3920 1.4312 1.2747
H -0.2300 0.4325 0.3822
H 0.3940 1.9198 -0.2759
H 2.8458 -1.1609 0.7935
H -2.0309 -1.1848 0.1470
H -2.0859 0.0552 -0.9736
*
```

natural (NBO) population analysis, charges in e, atoms 1 to 4: -0.334 -0.394 -0.515 -0.222

A structure of composition C24H27F5O6STi. Source: the Open Molecules 2025 dataset; level of theory: ωB97M-V/def2-TZVPD.

For the energy relative to the best compared isomer or geometry (same formula, charge and spin), the calculation gives 0.0 kcal per mole. The expectation value of S² is 2.0025. The total energy comes out at -3129.1933 hartree.

ORCA input file:
```
! wB97M-V def2-TZVPD RIJCOSX def2/J DEFGRID3
* xyz 0 3
Ti -1.3017 0.0125 0.9055
C -4.0829 0.0988 -0.4627
C -4.5629 0.3005 0.9617
O -3.4449 0.7602 1.7035
C -3.6222 0.8006 3.1079
C -2.2364 0.8773 3.7183
O -1.3675 -0.1083 3.1576
C -1.3816 -1.4284 3.6980
C -2.3375 -2.3406 2.9546
O -2.0714 -2.1921 1.5735
C -3.0562 -2.7606 0.7146
C -2.9324 -2.0842 -0.6356
O -2.8782 -0.6577 -0.4942
H -3.8265 1.0650 -0.8990
H -4.8550 -0.3772 -1.0716
H -4.9324 -0.6325 1.4024
H -5.3728 1.0368 0.9851
H -4.1639 -0.0922 3.4397
H -4.2051 1.6802 3.4002
H -2.2821 0.7692 4.8047
H -1.7772 1.8327 3.4658
H -1.6305 -1.4032 4.7620
H -0.3630 -1.7983 3.5815
H -3.3844 -2.0866 3.1589
H -2.1738 -3.3748 3.2781
H -4.0466 -2.6128 1.1610
H -2.8910 -3.8364 0.6011
H -3.7664 -2.3657 -1.2832
H -1.9872 -2.3448 -1.1181
F 4.8120 2.3212 -0.2265
C 3.4805 2.3537 -0.1301
C 2.8270 1.5807 0.8124
F 3.5278 0.7865 1.6293
C 1.4535 1.6427 0.8931
F 0.8485 0.8770 1.8404
C 0.6652 2.4331 0.0632
S -1.0833 2.4218 0.2006
C 1.3594 3.1935 -0.8712
F 0.6925 3.9767 -1.7269
C 2.7388 3.1599 -0.9719
F 3.3657 3.8915 -1.8984
C 5.4816 0.9961 -3.2764
C 4.1864 0.4194 -2.7712
C 2.9671 0.8553 -3.2722
C 1.7607 0.3263 -2.8234
C 0.4519 0.8356 -3.3670
C 1.7875 -0.6639 -1.8431
C 2.9985 -1.1065 -1.3067
C 3.0211 -2.1451 -0.2165
C 4.1830 -0.5625 -1.7866
C 0.4871 -1.2512 -1.3513
O -0.1889 -1.9546 -2.0993
O 0.1747 -0.9558 -0.1384
H 5.3164 1.9480 -3.7804
H 5.9576 0.3176 -3.9884
H 6.1829 1.1624 -2.4580
H 2.9509 1.6405 -4.0214
H 0.6103 1.7183 -3.9868
H -0.2329 1.1101 -2.5604
H -0.0399 0.0688 -3.9670
H 2.6529 -1.7238 0.7207
H 4.0330 -2.5155 -0.0542
H 2.3780 -2.9911 -0.4661
H 5.1264 -0.9037 -1.3716
*
```

natural (NBO) population analysis, charges in e, atoms 1 to 4: 1.133 -0.075 -0.077 -0.556

A structure of composition C5H13NOS at a distorted geometry. Source: the Open Molecules 2025 dataset; level of theory: ωB97M-V/def2-TZVPD.

For the energy relative to the best compared isomer or geometry (same formula, charge and spin), the calculation gives 88.3 kcal per mole. The total energy comes out at -726.3603 hartree.

ORCA input file:
```
! wB97M-V def2-TZVPD RIJCOSX def2/J DEFGRID3
* xyz 0 1
C -2.2093 -0.9375 -0.0031
O -3.3314 -0.3933 -0.6482
C -1.0889 0.0800 0.2463
C 0.3339 -0.6450 0.1108
C 1.6276 0.1401 0.5708
S 3.1068 -0.4098 -0.0334
C 2.7737 1.0653 -1.8348
N -1.2271 0.6256 1.5458
H -2.5779 -1.4585 0.8849
H -1.9868 -1.6553 -0.7545
H -3.6910 0.1944 -0.0207
H -1.2030 0.8379 -0.4972
H 0.2520 -1.6139 0.5877
H 0.4600 -0.9430 -1.0027
H 1.7263 0.0074 1.6400
H 1.5477 1.1842 0.5608
H 3.4969 0.4004 -2.3379
H 1.7603 0.8043 -1.8654
H 3.1456 1.9282 -1.1872
H -2.2803 0.6538 1.8774
H -0.6351 0.1346 2.1608
*
```

natural (NBO) population analysis, charges in e, atoms 1 to 4: -0.080 -0.701 -0.084 -0.411

The molecule C4H8O2. Source: the Open Molecules 2025 dataset; level of theory: ωB97M-V/def2-TZVPD.

For the energy relative to the best compared isomer or geometry (same formula, charge and spin), the calculation gives 37.6 kcal per mole. The total energy comes out at -307.6525 hartree.

ORCA input file:
```
! wB97M-V def2-TZVPD RIJCOSX def2/J DEFGRID3
* xyz 0 1
C 1.9336 0.0927 -0.4524
O 0.8385 -0.6574 0.0244
C -0.4050 -0.0283 -0.2006
C -1.5024 -1.0501 0.1218
C -0.5512 1.1790 0.7158
O -0.9472 2.2614 0.3588
H 2.8360 -0.4744 -0.2139
H 1.8743 0.2394 -1.5412
H 1.9991 1.0814 0.0266
H -0.4806 0.3304 -1.2389
H -1.9511 -1.4518 -0.7889
H -1.0553 -1.8755 0.6815
H -2.3034 -0.6175 0.7300
H -0.2855 0.9706 1.7770
*
```

natural (NBO) population analysis, charges in e, atoms 1 to 4: -0.254 -0.525 -0.012 -0.625

A structure of composition C31H31B2F4N5O7RuS2SbSe at a distorted geometry. Source: the Open Molecules 2025 dataset; level of theory: ωB97M-V/def2-TZVPD.

For the energy relative to the best compared isomer or geometry (same formula, charge and spin), the calculation gives 28.3 kcal per mole. The expectation value of S² is 1.1822. The total energy comes out at -5982.6194 hartree.

ORCA input file:
```
! wB97M-V def2-TZVPD RIJCOSX def2/J DEFGRID3
* xyz 0 2
Ru -0.5840 0.2131 0.4736
C 0.2146 -3.7426 1.6427
C 0.3067 -2.3115 1.2540
N -0.6096 -1.7267 0.5285
O -1.7187 -2.3911 0.1562
B -2.4745 -1.6410 -0.9135
F -1.4707 -1.1290 -1.7954
F -3.3133 -2.4834 -1.5579
O -3.2441 -0.4563 -0.4148
N -2.4353 0.5600 -0.0632
C -2.9388 1.7057 0.3173
C -4.3973 2.0015 0.2765
C -1.9469 2.6286 0.8383
N -0.7340 2.1346 0.8520
O 0.2529 2.7926 1.4935
B 1.6008 2.1714 1.2602
F 2.5501 3.0390 1.6782
F 1.7103 1.9038 -0.1469
O 1.8015 0.8551 1.9845
N 1.0822 -0.1423 1.4412
C 1.3105 -1.3934 1.7630
C 2.4164 -1.8038 2.6661
C -2.2759 3.9988 1.3190
H -0.4931 -4.2476 0.9895
H -0.1620 -3.7964 2.6665
H 1.1860 -4.2318 1.5997
H -4.9290 1.1178 -0.0644
H -4.6064 2.8335 -0.3970
H -4.7558 2.2695 1.2715
H 3.0866 -0.9634 2.8270
H 2.9680 -2.6492 2.2538
H 1.9925 -2.1032 3.6258
H -3.1292 3.9759 1.9969
H -2.5332 4.6432 0.4754
H -1.4188 4.4227 1.8330
Se -0.7554 0.7740 3.8189
C -1.6888 2.3789 4.2921
C -3.0623 2.4127 4.4973
C -3.6301 3.6143 4.8947
N -2.9320 4.7304 5.0755
C -1.6180 4.6826 4.8848
C -0.9410 3.5323 4.5079
H -3.6611 1.5218 4.3659
H -4.6963 3.6849 5.0819
H -1.0880 5.6160 5.0398
H 0.1297 3.5223 4.3497
O -2.5082 -3.0432 4.1593
S -1.7850 -1.8425 4.4401
O -2.1798 -1.0684 5.5854
O -0.3528 -1.9164 4.2062
S -2.3308 -0.3553 2.8715
C 5.5756 0.4283 -4.3352
C 5.1702 -0.8890 -4.1801
C 4.0873 -1.1965 -3.3682
C 3.4064 -0.1727 -2.7252
C 3.8194 1.1479 -2.8620
C 4.9029 1.4460 -3.6723
Sb 1.5928 -0.5202 -1.6147
C 1.4785 -2.6651 -1.7820
C 2.4876 -3.3746 -1.1333
C 2.4405 -4.7595 -1.0932
C 1.3792 -5.4323 -1.6842
C 0.3841 -4.7226 -2.3398
C 0.4259 -3.3349 -2.3888
C 0.3680 0.4394 -3.0954
C 0.2957 -0.0784 -4.3805
C -0.6439 0.4267 -5.2682
C -1.5053 1.4363 -4.8669
C -1.3980 1.9787 -3.5946
C -0.4584 1.4832 -2.7044
H 6.4180 0.6626 -4.9722
H 5.6957 -1.6815 -4.6966
H 3.7660 -2.2240 -3.2535
H 3.2914 1.9354 -2.3364
H 5.2244 2.4722 -3.7891
H 3.3117 -2.8423 -0.6668
H 3.2225 -5.3123 -0.5885
H 1.3248 -6.5111 -1.6221
H -0.4400 -5.2444 -2.8080
H -0.3561 -2.7884 -2.8973
H 0.9560 -0.8854 -4.6776
H -0.7187 0.0177 -6.2674
H -2.2695 1.7948 -5.5436
H -2.0661 2.7738 -3.2882
H -0.3771 1.8938 -1.7050
*
```

Mulliken population analysis, charges in e, atoms 1 to 4: 0.457 -1.796 0.843 1.659

Q: What is the formula in the third record?
A: C24H27F5O6STi

Q: Which value of energy relative to the best compared isomer or geometry (same formula, charge and spin) does entry 4 give?
A: 88.3 kcal per mole

Q: Which value of energy relative to the best compared isomer or geometry (same formula, charge and spin) does entry 5 give?
A: 37.6 kcal per mole